No. 1
Computed, not measured: one molecule with the formula C3H4N2S at a distorted geometry, with the ωB97M-V functional and the def2-TZVPD basis.

2S+1: 1
HOMO energy: -9.548 eV
Energy above the lowest of the compared OMol25 structures with the same formula, charge and spin: 188.2 kJ/mol
Max |F|: 2.73 eV/Å
LUMO level: 0.56 eV
Orbital gap: 10.11 eV

Each line ends with the Mulliken charge.
Atoms and positions in Å:
C1 -0.099 0.725 -0.106  -0.031
C2 0.738 -0.463 0.170  -0.162
C3 2.124 -0.280 -0.119  0.060
H1 -3.603 0.298 -0.104  0.181
H2 0.359 1.706 -0.064  0.387
H3 0.396 -1.467 -0.326  0.286
H4 0.716 -0.648 1.235  0.239
N1 -1.373 0.811 -0.097  -0.436
N2 3.248 -0.177 -0.373  -0.371
S1 -2.507 -0.506 -0.216  -0.153

---

No. 2
Computed, not measured: C16H48Cu2O20S as an isolated structure at a distorted geometry, with the ωB97M-V functional and the def2-TZVPD basis.

Net charge: +3
2S+1: 4
HOMO energy (alpha / beta): -16.136 / -16.079 eV
Max |F|: 5.33 eV/Å
LUMO level (alpha / beta): -7.77 / -13.57 eV
Orbital gap (alpha / beta): 8.37 / 2.51 eV

Each line ends with the Mulliken charge.
Atoms and positions in Å:
Cu1 0.406 -2.372 -0.840  1.283
Cu2 -3.100 1.373 -2.459  0.412
S1 -0.564 0.271 -0.278  0.060
O1 0.333 -0.327 -1.270  -0.309
O2 -1.794 0.636 -0.961  0.760
O3 -0.725 -0.867 0.602  -0.151
O4 0.144 1.412 0.378  -0.724
C1 -1.742 4.076 1.650  0.471
C2 -2.924 4.077 2.563  -0.516
O5 -3.929 4.995 2.195  -0.356
O6 -0.628 3.251 2.005  -0.309
H1 -1.365 5.098 1.665  0.448
H2 -2.100 3.747 0.674  0.073
H3 -2.548 4.132 3.585  0.395
H4 -3.121 3.018 2.393  0.136
H5 -3.566 5.845 2.454  0.420
H6 -0.482 2.666 1.258  0.361
C3 2.929 2.649 -3.291  -0.589
C4 1.578 1.965 -2.808  0.396
O7 1.086 0.822 -3.461  -0.639
O8 4.008 1.768 -3.096  -0.462
H7 3.179 3.457 -2.603  0.232
H8 2.827 3.114 -4.272  0.371
H9 0.742 2.643 -2.982  0.251
H10 1.538 1.688 -1.755  -0.402
H11 0.708 0.358 -2.710  0.197
H12 4.625 2.442 -2.802  0.334
C5 0.138 -3.321 -3.584  -0.723
C6 -1.306 -2.828 -3.308  -0.424
O9 -1.726 -3.033 -2.034  -0.455
O10 1.132 -2.447 -3.001  -0.457
H13 0.250 -3.652 -4.617  0.617
H14 0.198 -4.261 -3.034  0.159
H15 -2.058 -3.310 -3.933  0.668
H16 -1.279 -1.748 -3.456  0.052
H17 -2.685 -3.053 -2.070  0.296
H18 1.687 -2.083 -3.695  0.273
C7 2.496 3.339 0.661  0.635
C8 3.617 4.241 1.265  -0.606
O11 4.922 3.695 1.228  -0.297
O12 2.418 1.985 1.191  -0.278
H19 2.677 3.292 -0.413  -0.148
H20 1.568 3.881 0.842  0.086
H21 3.310 4.516 2.274  0.355
H22 3.727 5.161 0.691  0.399
H23 4.825 2.824 1.619  0.413
H24 1.514 1.709 1.025  0.481
C9 -4.988 1.723 0.249  -0.463
C10 -4.876 0.280 -0.136  -0.072
O13 -4.707 0.185 -1.570  -0.518
O14 -3.902 2.393 -0.423  -0.524
H25 -4.852 2.001 1.294  0.240
H26 -5.880 2.279 -0.042  0.496
H27 -5.751 -0.299 0.160  0.457
H28 -3.994 -0.172 0.319  -0.104
H29 -4.862 -0.739 -1.781  0.283
H30 -4.079 3.336 -0.389  0.300
C11 -2.050 -1.533 3.338  -0.478
C12 -0.745 -0.878 3.963  -0.449
O15 0.201 -0.881 2.944  -0.599
O16 -2.742 -0.820 2.416  -0.645
H31 -2.625 -1.561 4.263  0.456
H32 -1.885 -2.574 3.063  0.009
H33 -0.258 -1.410 4.780  0.416
H34 -0.919 0.129 4.342  0.199
H35 -0.258 -0.863 2.101  0.592
H36 -2.151 -0.656 1.677  0.173
C13 -0.140 -5.101 0.437  -0.708
C14 1.367 -5.242 0.051  -0.606
O17 1.795 -4.414 -1.027  -0.493
O18 -0.483 -3.780 0.699  -0.135
H37 -0.637 -5.809 1.101  0.547
H38 -0.634 -5.424 -0.480  0.293
H39 1.503 -6.294 -0.202  0.511
H40 1.966 -4.925 0.905  0.258
H41 2.749 -4.512 -0.994  0.304
H42 -1.311 -3.857 1.179  0.100
C15 4.207 -1.913 0.381  -0.902
C16 2.863 -1.233 0.613  -0.500
O19 1.818 -2.158 0.849  -0.226
O20 4.230 -2.600 -0.848  -0.499
H43 4.213 -2.716 1.119  0.317
H44 5.092 -1.326 0.625  0.381
H45 2.820 -0.430 -0.122  0.341
H46 2.794 -0.576 1.480  0.470
H47 2.049 -2.552 1.693  0.244
H48 4.117 -1.919 -1.515  0.346

---

No. 3
Computed, not measured: C10H18AlBr2FNO4 as an isolated structure at a distorted geometry, with the ωB97M-V functional and the def2-TZVPD basis.

Net charge: -1
2S+1: 1
HOMO energy: -5.222 eV
Max |F|: 3.12 eV/Å
LUMO level: 2.61 eV
Orbital gap: 7.83 eV

Each line ends with the Mulliken charge.
Atoms and positions in Å:
C1 3.438 2.045 -0.127  -0.905
C2 2.709 1.381 -1.358  0.255
Br1 2.574 2.495 -3.003  -0.237
C3 2.199 0.092 -1.275  -0.318
Br2 1.359 -0.629 -2.936  -0.195
C4 2.233 -0.847 -0.003  1.460
F1 2.224 -0.264 1.298  -0.368
O1 3.386 -1.667 -0.189  -0.725
Al1 3.125 -2.947 1.167  0.717
O2 1.247 -2.810 1.042  -0.755
C5 0.914 -1.800 0.066  -0.532
O3 -0.324 -1.081 0.272  0.035
C6 -0.759 -1.163 1.632  -0.285
C7 -2.077 -0.285 1.929  -0.763
N1 -2.754 0.213 0.702  -0.313
C8 -2.183 1.539 0.258  -0.508
C9 -2.418 1.605 -1.343  0.071
C10 -3.616 0.651 -1.783  -1.152
O4 -1.207 1.056 -1.924  -0.361
H1 4.035 2.960 -0.431  0.339
H2 2.633 2.319 0.635  0.204
H3 4.108 1.299 0.417  0.270
H4 3.767 -4.402 0.920  -0.515
H5 3.459 -2.374 2.634  -0.278
H6 0.689 -2.438 -0.839  0.464
H7 -1.012 -2.224 1.968  0.211
H8 0.023 -0.799 2.383  0.170
H9 -1.874 0.571 2.665  0.305
H10 -2.834 -0.960 2.459  0.341
H11 -3.712 0.454 1.007  0.276
H12 -2.730 2.389 0.772  0.393
H13 -1.079 1.520 0.520  0.219
H14 -2.499 2.664 -1.732  0.297
H15 -3.339 -0.453 -1.743  0.290
H16 -4.505 0.895 -1.122  0.282
H17 -3.888 0.896 -2.853  0.358
H18 -1.314 0.101 -2.087  0.251

---

No. 4
Computed, not measured: a 2-piece molecular cluster, C5H13NO2 overall at a distorted geometry, with the ωB97M-V functional and the def2-TZVPD basis.

2S+1: 1
HOMO energy: -10.649 eV
Energy above the lowest of the compared OMol25 structures with the same formula, charge and spin: 387.2 kJ/mol
Max |F|: 1.81 eV/Å
LUMO level: 0.20 eV
Orbital gap: 10.84 eV

Each line ends with the Mulliken charge.
Atoms and positions in Å:
C1 0.921 -0.007 0.035  1.604
C2 0.852 0.454 -1.412  -1.697
C3 1.062 1.179 0.984  -1.572
C4 2.035 -1.025 0.243  -1.613
H1 -0.054 -0.534 0.251  -0.189
H2 2.034 -1.393 1.267  0.381
H3 1.909 -1.871 -0.429  0.378
H4 1.825 0.800 -1.757  0.422
H5 0.124 1.253 -1.542  0.357
H6 0.508 -0.374 -2.053  0.398
H7 1.987 1.722 0.779  0.423
H8 0.230 1.872 0.862  0.371
H9 1.085 0.849 2.023  0.375
H10 3.009 -0.577 0.047  0.374
C5 -2.607 -0.388 0.840  -0.571
O1 -1.895 -1.044 -0.206  -0.198
N1 -2.042 -0.627 -1.520  0.323
O2 -2.641 0.386 -1.708  -0.373
H11 -3.303 -1.102 1.277  0.270
H12 -1.891 -0.051 1.589  0.236
H13 -3.146 0.474 0.430  0.303

---

No. 5
Computed, not measured: C30H57Br30N5O4P as an isolated structure at a distorted geometry, with the ωB97M-V functional and the def2-TZVPD basis.

Net charge: +1
2S+1: 1
HOMO energy: -11.127 eV
Max |F|: 1.64 eV/Å
LUMO level: -2.31 eV
Orbital gap: 8.82 eV

Each line ends with the Mulliken charge.
Atoms and positions in Å:
C1 2.681 -4.251 -0.192  -0.883
C2 2.660 -3.970 -1.696  0.245
C3 1.354 -3.293 -2.161  -0.901
C4 1.485 -1.777 -1.930  0.236
C5 0.188 -0.969 -1.917  -0.724
C6 0.524 0.511 -2.205  -1.747
C7 0.776 1.427 -1.003  2.052
C8 1.522 2.673 -1.569  -2.601
C9 3.001 2.390 -1.957  0.149
P1 4.109 3.314 -0.883  0.449
O1 3.788 4.735 -0.972  -0.839
O2 5.632 2.977 -1.312  -0.309
C10 6.338 1.898 -0.657  -0.488
C11 5.755 0.509 -0.865  -0.058
O3 3.900 2.717 0.602  -0.385
C12 4.450 3.560 1.668  -0.533
C13 4.816 2.666 2.838  -1.182
N1 1.731 0.794 -0.012  1.064
C14 1.149 -0.062 1.088  -1.231
C15 -0.272 0.363 1.501  0.929
C16 -0.458 0.160 3.026  -1.249
C17 -1.136 -1.167 3.301  -0.639
O4 -0.291 -2.251 2.880  -0.511
N2 -0.503 1.765 1.177  -0.183
C18 -0.512 1.980 -0.280  -1.278
C19 -1.822 1.449 -0.871  -2.130
C20 -3.067 2.013 -0.168  0.668
N3 -3.403 1.127 0.985  -0.303
N4 -4.166 2.082 -1.135  -0.805
N5 -2.862 3.362 0.326  -0.542
H1 3.381 -5.040 0.078  0.463
H2 2.979 -3.372 0.388  0.230
H3 1.679 -4.519 0.150  -0.170
H4 3.477 -3.266 -1.904  -0.205
H5 2.907 -4.851 -2.289  0.200
H6 1.297 -3.444 -3.241  0.351
H7 0.487 -3.710 -1.648  0.428
H8 2.144 -1.422 -2.710  -0.086
H9 2.052 -1.673 -0.993  -0.096
H10 -0.339 -1.126 -0.976  0.247
H11 -0.442 -1.359 -2.718  0.498
H12 -0.176 0.987 -2.884  0.738
H13 1.471 0.481 -2.754  0.671
H14 1.467 3.489 -0.847  0.761
H15 0.983 2.959 -2.469  0.519
H16 3.190 2.814 -2.940  0.587
H17 3.265 1.336 -2.038  0.122
H18 7.340 1.910 -1.085  0.451
H19 6.459 2.091 0.410  0.196
H20 6.428 -0.263 -0.496  0.599
H21 4.777 0.393 -0.392  -0.188
H22 5.626 0.346 -1.939  -0.394
H23 5.357 4.041 1.302  0.419
H24 3.705 4.304 1.934  0.395
H25 5.320 1.771 2.471  0.294
H26 3.935 2.335 3.387  0.298
H27 5.499 3.197 3.497  0.395
H28 2.417 0.224 -0.507  -0.129
H29 2.220 1.564 0.457  0.443
H30 1.169 -1.119 0.833  -0.057
H31 1.814 0.048 1.944  0.777
H32 -1.006 -0.281 1.025  0.139
H33 0.498 0.230 3.546  0.444
H34 -1.145 0.949 3.334  0.381
H35 -1.429 -1.288 4.345  0.303
H36 -2.058 -1.213 2.715  0.432
H37 -0.753 -2.756 2.208  0.216
H38 0.268 2.300 1.578  0.465
H39 -0.550 3.058 -0.416  1.029
H40 -1.916 0.364 -0.831  0.472
H41 -1.886 1.774 -1.910  0.509
H42 -3.986 0.355 0.676  0.293
H43 -3.982 1.664 1.625  0.012
H44 -4.185 1.262 -1.729  0.265
H45 -5.033 2.144 -0.613  0.231
H46 -2.641 3.388 1.311  0.291
H47 -3.643 3.963 0.104  0.259
C21 -1.295 -4.272 6.606  -0.277
Br1 -2.665 -4.159 5.258  -0.032
Br2 -0.952 -2.551 7.403  -0.034
Br3 -1.711 -5.602 7.929  -0.030
H48 -0.386 -4.581 6.111  0.349
C22 5.357 -0.014 -5.019  -0.440
Br4 4.194 0.199 -6.533  -0.001
Br5 5.562 1.637 -4.047  0.109
Br6 4.735 -1.433 -3.857  0.041
H49 6.329 -0.305 -5.390  0.495
C23 -8.100 2.419 1.887  -0.247
Br7 -6.238 2.906 2.047  -0.017
Br8 -9.116 3.781 0.990  0.075
Br9 -8.298 0.705 1.046  0.012
H50 -8.493 2.332 2.891  0.243
C24 4.776 7.324 -3.697  -0.318
Br10 6.559 7.876 -4.156  -0.020
Br11 3.444 8.350 -4.631  -0.021
Br12 4.531 5.435 -3.971  0.093
H51 4.642 7.506 -2.640  0.302
C25 -10.280 -1.694 3.848  -0.210
Br13 -10.132 0.118 4.492  -0.040
Br14 -8.562 -2.430 3.387  -0.011
Br15 -11.212 -2.806 5.106  -0.019
H52 -10.871 -1.661 2.942  0.241
C26 -12.540 6.590 1.661  -0.345
Br16 -11.694 7.034 3.330  0.006
Br17 -11.381 6.948 0.165  -0.038
Br18 -13.175 4.771 1.658  0.032
H53 -13.404 7.230 1.556  0.359
C27 -0.281 -7.653 1.266  -0.368
Br19 -0.094 -5.772 1.662  0.077
Br20 1.429 -8.462 0.927  -0.007
Br21 -1.251 -8.567 2.649  -0.022
H54 -0.861 -7.730 0.357  0.373
C28 -12.538 1.527 -0.217  -0.130
Br22 -11.936 1.008 1.539  0.047
Br23 -11.224 1.133 -1.567  -0.027
Br24 -14.246 0.750 -0.638  -0.024
H55 -12.666 2.601 -0.203  0.128
C29 5.894 -5.046 -4.123  0.225
Br25 6.223 -5.364 -2.251  0.032
Br26 7.321 -5.727 -5.216  -0.034
Br27 4.180 -5.732 -4.665  -0.011
H56 5.866 -3.975 -4.261  -0.249
C30 9.650 -7.227 -1.695  0.533
Br28 11.197 -6.334 -2.412  -0.010
Br29 9.568 -9.067 -2.247  0.000
Br30 9.556 -7.055 0.224  -0.021
H57 8.780 -6.733 -2.103  -0.537

---

No. 6
Computed, not measured: one molecule with the formula C4H8S2 at a distorted geometry, with the ωB97M-V functional and the def2-TZVPD basis.

2S+1: 1
HOMO energy: -8.785 eV
Energy above the lowest of the compared OMol25 structures with the same formula, charge and spin: 192.6 kJ/mol
Max |F|: 4.69 eV/Å
LUMO level: -0.28 eV
Orbital gap: 8.51 eV

Each line ends with the Mulliken charge.
Atoms and positions in Å:
C1 -2.010 -0.112 -0.768  -0.348
C2 1.595 -0.482 0.677  -1.165
C3 0.464 -0.446 -0.364  -0.870
C4 -0.709 0.425 0.111  0.053
S1 -3.281 -0.767 -0.056  -0.204
S2 -0.337 2.173 -0.045  -0.210
H1 -1.892 0.019 -1.773  0.373
H2 1.390 -1.223 1.449  0.362
H3 2.422 -0.725 0.075  0.294
H4 1.738 0.425 1.338  0.369
H5 0.691 0.072 -1.352  0.438
H6 0.020 -1.459 -0.442  0.405
H7 -1.088 0.302 1.120  0.376
H8 0.997 1.796 0.030  0.127